[1]
This record from OMol25 describes a structure of composition C26H21N4O5STi. The level of theory is ωB97M-V/def2-TZVPD.

The geometry in XYZ format:
```
58
Properties=species:S:1:pos:R:3:forces:R:3:mulliken_spin:R:1
Ti 1.624199 0.355686 -0.334974 -0.118 0.298 -0.567 1.106
O -3.344731 -0.643383 -2.202345 0.071 -0.010 -0.016 0.001
C -3.498844 0.558044 -1.617853 -0.008 -0.025 0.039 0.005
C -4.784174 1.091440 -1.545795 0.000 0.040 0.005 -0.004
C -5.002847 2.318328 -0.940786 0.012 -0.021 -0.019 0.009
C -3.943814 3.032064 -0.392237 0.008 -0.023 0.018 -0.006
C -2.664446 2.503529 -0.462591 -0.032 0.054 -0.005 0.011
C -2.419143 1.277562 -1.072156 0.083 0.116 -0.086 -0.010
C -1.032249 0.768163 -1.121656 0.003 -0.239 0.065 0.048
O -0.075267 1.450093 -0.564942 0.034 -0.066 0.172 -0.017
N -0.811118 -0.385287 -1.687794 -0.034 0.042 -0.045 0.030
N 0.539987 -0.711679 -1.573992 -0.181 -0.084 0.097 0.066
C 1.011382 -1.579351 -2.490833 0.241 -0.128 -0.047 0.439
C 2.393232 -1.623338 -2.846142 -0.291 0.148 0.133 -0.101
C 2.872562 -2.673311 -3.654042 0.062 -0.048 -0.055 0.153
C 4.186359 -2.743554 -4.077629 -0.014 0.074 0.045 -0.098
C 5.077100 -1.739933 -3.705191 0.001 -0.085 -0.054 0.175
C 4.632765 -0.682541 -2.920010 -0.026 0.088 0.028 -0.079
C 3.314004 -0.589322 -2.476005 0.275 -0.124 -0.106 0.139
O 2.960050 0.455253 -1.726226 -0.123 -0.078 0.214 0.043
H -2.367563 -0.851036 -2.177549 -0.036 0.016 0.018 -0.004
H -5.598352 0.520901 -1.975003 0.001 -0.004 -0.001 0.000
H -6.009071 2.719650 -0.900136 -0.002 -0.002 0.009 0.002
H -4.114713 3.986409 0.089217 0.006 0.002 -0.006 0.000
H -1.817321 3.027810 -0.038791 -0.002 -0.009 0.007 -0.001
H 0.305620 -2.225322 -3.005081 -0.018 0.017 0.007 0.031
H 2.168903 -3.447300 -3.941974 0.009 -0.006 -0.007 -0.001
H 4.516357 -3.571685 -4.692587 -0.002 -0.005 -0.003 -0.004
H 6.111420 -1.776738 -4.025385 -0.001 0.001 -0.001 0.020
H 5.306294 0.119166 -2.638147 -0.006 -0.003 0.009 -0.003
C -5.223224 -0.602485 1.585044 0.047 0.004 -0.021 0.000
C -3.797872 -0.217941 1.874148 -0.024 0.025 0.003 -0.001
C -2.737194 -0.985059 1.414203 0.031 -0.061 -0.021 -0.002
C -1.421248 -0.632098 1.683126 0.048 0.034 -0.044 0.043
C -1.164109 0.525710 2.394529 -0.180 0.137 0.135 -0.003
C -2.212192 1.323384 2.846704 0.036 -0.055 -0.063 0.002
C -3.515612 0.941386 2.595229 -0.010 0.028 -0.053 -0.001
S 0.453720 1.035530 2.885939 0.004 -0.109 0.126 0.010
O 0.551266 2.462599 2.703359 -0.006 0.005 -0.015 -0.001
O 0.683816 0.548186 4.229211 -0.004 0.011 0.027 -0.001
N 1.364272 0.222992 1.840119 0.123 0.136 -0.295 0.000
C 2.699320 0.003512 2.042466 0.068 -0.145 0.216 0.025
C 3.500553 0.355451 3.143399 -0.043 -0.050 0.062 0.000
C 4.845984 0.082147 3.070324 -0.001 0.012 0.022 0.006
C 5.396568 -0.502142 1.927436 -0.007 -0.015 -0.005 -0.001
C 4.547931 -0.794908 0.883603 0.000 -0.153 -0.049 0.004
N 3.232118 -0.579084 0.949413 0.032 0.318 0.031 -0.018
H -5.269393 -1.488023 0.951519 0.000 0.005 0.003 0.000
H -5.735534 0.208279 1.066003 -0.021 0.001 0.009 0.000
H -5.763930 -0.811290 2.510512 -0.018 -0.006 0.002 0.000
H -2.935608 -1.860175 0.806109 0.006 -0.008 0.024 -0.001
H -0.602080 -1.227690 1.302469 -0.028 -0.032 0.033 -0.014
H -1.994924 2.245882 3.369004 0.009 -0.013 0.025 0.000
H -4.331811 1.572753 2.928013 -0.001 -0.008 0.017 0.000
H 3.048290 0.818752 4.006628 0.032 0.001 0.005 0.000
H 5.484822 0.339719 3.906834 -0.001 -0.004 -0.002 0.001
H 6.454651 -0.706227 1.851331 -0.001 -0.008 -0.018 0.000
H 4.904839 -1.219480 -0.048043 0.000 0.018 -0.003 0.004
```
Forces are in eV/Å.

Values from the calculation:
HOMO energy (alpha / beta) (eV): -2.48 / -4.99
2S+1: 3
Kohn-Sham gap (alpha / beta) (hartree): 0.1921 / 0.2839
Total charge: -1



[2]
This record from OMol25 describes a cluster of 4 separate species, C36H77N5O2 in total at a distorted geometry. The level of theory is ωB97M-V/def2-TZVPD.

The geometry in XYZ format:
```
120
Properties=species:S:1:pos:R:3:forces:R:3:lowdin_charge:R:1
C 2.578023 -1.213879 2.002973 0.071 -0.040 -0.253 -0.101
O 1.978302 -1.846919 0.892041 0.052 0.042 -0.062 -0.177
C 0.572953 -1.943150 1.013245 0.477 0.013 -0.164 -0.259
C 0.038819 -2.719436 -0.152843 -0.236 -0.366 0.135 -0.185
C -1.481010 -2.722378 -0.167230 0.368 0.661 -0.070 -0.194
C -2.068251 -1.371463 -0.607185 -0.318 -0.727 0.205 -0.212
C -2.473047 -1.422768 -2.067486 0.568 0.449 0.083 -0.199
C -2.944949 -0.098846 -2.675607 -0.398 -0.486 0.160 -0.192
C -3.759498 0.810828 -1.758938 -0.172 0.065 -0.652 -0.182
C -5.231621 0.374774 -1.730706 0.239 0.545 0.204 -0.145
C -5.959149 0.522236 -0.397091 -0.511 -0.484 0.037 -0.260
C -5.175375 0.082570 0.742035 1.710 -0.951 2.570 -0.188
N -4.584183 -0.281587 1.684915 -1.347 0.828 -2.166 0.189
C -7.273164 -0.309644 -0.401950 0.535 0.460 -0.158 -0.290
C -8.134245 0.254520 -1.426985 -3.367 1.782 -2.949 -0.187
N -8.920133 0.730430 -2.175973 2.872 -1.660 2.529 0.179
C -8.033537 -0.304212 0.915305 -0.718 -0.607 -0.309 -0.154
C -9.217504 -1.283065 0.891822 0.451 0.511 -0.046 -0.188
C -8.768730 -2.715159 0.660371 -0.244 0.246 0.201 -0.195
C -9.739276 -3.728237 1.218245 -0.026 -0.726 -0.055 -0.225
O -9.169690 -5.006723 1.472305 0.188 0.187 0.140 -0.184
C -8.408793 -5.526425 0.403120 -0.472 -0.061 0.289 -0.117
H 3.245459 -1.903738 2.503424 0.181 -0.202 0.224 0.071
H 3.160155 -0.358699 1.675309 0.130 0.204 -0.127 0.076
H 1.831505 -0.867387 2.705783 -0.203 0.117 0.296 0.079
H 0.330426 -2.476220 1.930234 -0.209 -0.034 0.338 0.128
H 0.144941 -0.943230 1.058164 -0.173 0.243 0.102 0.118
H 0.427482 -2.326565 -1.083992 0.175 0.180 -0.272 0.117
H 0.401916 -3.736025 -0.042906 0.164 -0.255 -0.165 0.117
H -1.835789 -2.961966 0.826691 -0.163 -0.217 0.296 0.109
H -1.826698 -3.487351 -0.846550 -0.213 -0.374 -0.132 0.104
H -2.928033 -1.191373 0.020717 -0.304 0.277 0.077 0.068
H -1.368476 -0.568639 -0.406097 0.215 0.268 -0.078 0.111
H -1.586117 -1.720861 -2.618690 0.141 -0.250 -0.309 0.107
H -3.186852 -2.228093 -2.200404 -0.361 -0.089 -0.031 0.109
H -3.594587 -0.349371 -3.508726 -0.070 0.050 -0.403 0.108
H -2.109283 0.418124 -3.123842 0.368 0.327 0.116 0.092
H -3.727991 1.794742 -2.209319 0.028 0.413 0.052 0.107
H -3.331899 0.918190 -0.771601 0.144 -0.176 0.294 0.096
H -5.765936 0.999404 -2.433009 -0.274 0.074 -0.293 0.119
H -5.353947 -0.634616 -2.100018 0.126 -0.481 0.107 0.120
H -6.248433 1.548169 -0.203846 0.123 0.419 -0.016 0.162
H -7.009770 -1.304141 -0.737996 0.070 -0.442 0.166 0.143
H -8.426225 0.694255 1.052994 0.074 0.360 0.343 0.127
H -7.397760 -0.595067 1.739089 0.405 0.163 0.167 0.111
H -9.710932 -1.174874 1.848098 -0.278 -0.104 0.287 0.113
H -9.908023 -0.952154 0.124674 -0.348 -0.055 -0.139 0.112
H -7.818763 -2.869369 1.160637 0.358 -0.064 0.111 0.126
H -8.630624 -2.855406 -0.403140 0.201 -0.259 -0.305 0.111
H -10.601740 -3.880320 0.570841 -0.214 0.203 -0.313 0.127
H -10.114529 -3.398945 2.175789 -0.090 0.147 0.341 0.120
H -7.400398 -5.132912 0.394632 0.319 0.221 -0.116 0.081
H -8.898629 -5.340127 -0.547137 -0.057 0.076 -0.370 0.088
H -8.358846 -6.593564 0.550153 0.077 -0.366 0.051 0.084
C 6.248850 -3.719700 2.353246 0.014 -0.032 0.003 -0.084
C 7.135435 -2.485296 2.414149 0.035 -0.159 -0.034 -0.274
N 6.828514 -1.615131 3.532887 -0.062 0.168 0.026 -0.200
C 7.461666 -0.312069 3.440610 0.015 0.188 -0.110 -0.256
C 8.992950 -0.242032 3.495403 0.004 0.096 0.057 -0.082
C 6.851213 -2.242259 4.842088 -0.080 -0.196 0.144 -0.248
C 8.150455 -2.923195 5.293759 -0.023 0.029 0.111 -0.082
H 5.194294 -3.441472 2.351266 -0.002 0.014 0.026 0.065
H 6.453998 -4.275183 1.437761 0.004 0.001 -0.009 0.075
H 6.426413 -4.395744 3.190470 -0.005 -0.001 0.001 0.066
H 6.982769 -1.912503 1.495838 0.037 0.100 0.037 0.118
H 8.189698 -2.805670 2.407723 -0.006 -0.019 -0.042 0.101
H 7.050625 0.328407 4.225820 -0.023 -0.084 0.074 0.101
H 7.135696 0.142242 2.498885 -0.017 -0.086 -0.038 0.108
H 9.373153 -0.404433 4.502726 0.017 -0.077 -0.001 0.055
H 9.323933 0.751951 3.187247 -0.017 0.002 -0.013 0.070
H 9.462617 -0.963068 2.826286 -0.015 -0.026 -0.003 0.066
H 6.050558 -2.985604 4.872643 0.015 -0.012 -0.072 0.100
H 6.561624 -1.493592 5.583307 0.044 0.100 -0.062 0.114
H 8.588293 -3.537980 4.506481 -0.015 0.005 -0.025 0.066
H 7.942816 -3.579808 6.141024 -0.013 -0.002 -0.004 0.071
H 8.898637 -2.204519 5.623843 0.050 0.001 -0.079 0.054
C 0.821428 3.617741 2.356235 -0.021 0.024 0.008 -0.089
C 2.202357 3.188802 2.828012 -0.183 0.018 0.102 -0.276
N 3.284040 3.889503 2.166022 0.105 -0.056 -0.090 -0.200
C 4.578026 3.275005 2.396262 0.143 -0.186 -0.074 -0.248
C 5.129897 3.247153 3.826148 0.129 0.026 -0.017 -0.077
C 3.236566 5.338138 2.238763 -0.136 0.201 -0.016 -0.247
C 3.215988 5.990197 3.628172 0.062 0.090 -0.043 -0.082
H 0.735908 3.526905 1.272596 0.034 0.029 -0.016 0.079
H 0.062728 2.980068 2.811529 0.001 -0.006 0.011 0.072
H 0.591586 4.646546 2.636077 -0.004 0.005 -0.009 0.064
H 2.315809 2.123347 2.610226 0.119 -0.005 0.015 0.106
H 2.248142 3.287655 3.924630 -0.046 -0.039 0.003 0.103
H 5.311342 3.752576 1.740838 -0.044 0.098 0.003 0.113
H 4.508406 2.240457 2.043829 -0.072 -0.003 0.012 0.102
H 5.500523 4.220988 4.143220 -0.070 0.037 0.035 0.057
H 5.973829 2.555584 3.870392 -0.005 -0.009 0.001 0.052
H 4.389925 2.904305 4.549605 -0.027 0.004 -0.012 0.068
H 2.350679 5.673495 1.693369 -0.036 -0.067 0.026 0.100
H 4.079221 5.735441 1.668092 0.077 -0.097 0.018 0.114
H 2.518893 5.494936 4.305164 -0.010 -0.023 -0.013 0.066
H 2.897761 7.030808 3.538436 -0.005 -0.003 -0.010 0.070
H 4.200073 5.997137 4.093997 -0.009 -0.080 0.056 0.054
C -1.470305 3.190840 -5.570836 -0.007 0.027 -0.008 -0.090
C -0.264354 2.303075 -5.303564 -0.023 0.183 0.015 -0.281
N -0.202636 1.141756 -6.167844 -0.013 -0.176 0.031 -0.201
C 0.767468 0.151996 -5.733544 0.050 -0.137 0.144 -0.250
C 2.251391 0.538928 -5.738713 0.035 -0.097 -0.029 -0.084
C -0.237982 1.416848 -7.592974 -0.119 0.128 -0.191 -0.248
C 0.847616 2.330107 -8.178822 -0.004 -0.061 -0.100 -0.082
H -2.395806 2.615317 -5.517455 0.007 -0.033 -0.038 0.076
H -1.517948 3.981619 -4.821245 0.012 0.008 0.006 0.073
H -1.419215 3.672288 -6.547924 -0.012 -0.001 -0.003 0.064
H -0.332633 1.948307 -4.271245 0.098 -0.100 -0.010 0.108
H 0.647857 2.918307 -5.359204 -0.019 0.030 0.045 0.102
H 0.633242 -0.749139 -6.337673 -0.031 0.043 -0.078 0.111
H 0.497234 -0.141540 -4.713516 -0.037 0.080 0.016 0.103
H 2.662437 0.566257 -6.746672 -0.007 0.073 -0.018 0.055
H 2.824159 -0.204701 -5.181178 -0.017 -0.004 0.014 0.071
H 2.426949 1.505378 -5.266013 -0.021 0.019 -0.002 0.066
H -1.211887 1.854364 -7.826972 0.005 0.031 0.068 0.100
H -0.229304 0.462263 -8.124078 0.064 -0.064 0.086 0.114
H 1.014643 3.216981 -7.566376 -0.015 -0.003 0.025 0.066
H 0.540902 2.672411 -9.169183 -0.013 -0.001 0.003 0.071
H 1.798146 1.813654 -8.300661 0.041 0.034 0.078 0.054
```
Forces are in eV/Å.

Values from the calculation:
HOMO energy (eV): -8.11
SMILES string: COCCCCCCCC[C@H](C#N)[C@H](C#N)CCCCOC.CCN(CC)CC.CCN(CC)CC.CCN(CC)CC
Kohn-Sham gap (hartree): 0.3179



[3]
This record from OMol25 describes a cluster of 9 separate species, H18O9 in total at a distorted geometry. The level of theory is ωB97M-V/def2-TZVPD.

The geometry in XYZ format:
```
27
Properties=species:S:1:pos:R:3:forces:R:3:lowdin_charge:R:1
O 2.560708 -2.372801 -0.129135 -0.012 0.735 0.568 -0.098
H 3.158478 -2.092806 0.588671 -0.313 -0.396 -0.481 0.036
H 1.888403 -1.652014 -0.120317 0.584 -0.470 -0.132 -0.023
O 0.825465 -0.246751 -0.164461 1.091 -2.035 0.003 -0.014
H -0.049931 -0.520973 0.058180 -1.181 0.309 0.403 0.007
H 0.896377 0.663132 -0.358716 -0.391 1.894 -0.256 -0.011
O -1.166255 2.390171 -1.999534 0.023 -0.522 -0.052 -0.054
H -0.537016 1.718718 -2.300033 -0.427 -0.414 -0.185 -0.021
H -0.660489 3.180693 -2.128066 0.044 0.986 0.040 0.012
O -1.923391 0.117460 1.648488 0.538 -0.927 0.756 -0.058
H -1.055965 0.191405 2.086840 -0.258 0.745 -0.420 0.019
H -2.274636 -0.616278 2.179473 -0.436 0.183 -0.443 0.040
O -0.721395 -3.150123 2.507553 0.576 -1.464 0.733 -0.032
H -0.780195 -2.753823 1.654378 -0.313 0.699 -1.029 -0.035
H -1.021139 -2.566836 3.185055 -0.293 0.709 0.389 0.009
O 0.020747 2.221122 2.347377 0.504 -0.361 0.207 -0.039
H 0.751778 1.669251 2.652315 -0.065 0.104 0.255 0.046
H 0.241444 2.349945 1.420417 -0.517 0.176 -0.268 -0.008
O -0.020216 0.232435 -3.415378 0.117 0.005 0.018 -0.047
H 0.169181 -0.600737 -2.965162 -0.067 0.094 -0.310 0.045
H -0.576533 0.060127 -4.187636 0.166 -0.155 0.348 0.066
O -1.358862 -2.388062 -0.192577 -2.036 -0.165 1.934 0.002
H -2.039159 -1.734526 -0.379959 -0.446 0.054 0.394 0.066
H -0.763095 -2.212663 -0.856886 2.532 0.106 -2.434 -0.007
O 1.103520 2.578649 -0.291538 0.871 0.149 -0.423 -0.060
H 1.486578 2.827271 -1.152985 -0.375 -0.115 0.384 0.085
H 1.845601 2.708012 0.313637 0.087 0.078 -0.001 0.074
```
Forces are in eV/Å.

Values from the calculation:
HOMO energy (eV): -10.76
SMILES string: O.O.O.O.O.O.O.O.O
Kohn-Sham gap (hartree): 0.3880